{"formula": "H6O3Tl", "method": "the ωB97M-V functional and the def2-TZVPD basis", "species": ["Tl", "O", "H", "H", "O", "H", "H", "O", "H", "H"], "xyz": [[-25.567, -14.308, -11.115], [-23.616, -15.311, -10.704], [-23.084, -15.319, -9.909], [-23.609, -16.219, -11.007], [-26.893, -14.283, -9.326], [-27.314, -15.125, -9.151], [-27.073, -13.758, -8.546], [-27.154, -15.712, -11.144], [-28.100, -15.637, -11.266], [-26.995, -16.654, -11.077]], "forces_ev_per_angstrom": [[0.54, -0.44, 1.70], [-1.64, 1.08, -1.45], [0.74, 0.72, 1.59], [0.20, -1.26, -0.77], [0.73, 0.81, -0.32], [-0.27, -0.82, 0.10], [0.24, 1.42, 0.94], [0.49, -0.79, -0.71], [-1.45, 0.70, -0.71], [0.43, -1.42, -0.37]], "lowdin_charge": [1.9193, 0.1020, 0.1602, 0.1391, 0.0352, 0.1207, 0.1593, 0.0382, 0.1681, 0.1579], "e_homo_ev": -28.52, "molar_mass_g_mol": 258.43, "e_above_lowest_ev": 0.090, "fmax_ev_per_a": 2.444, "charge": 3, "total_energy_ev": -10892.2815, "gap_ha": 0.289}

{"formula": "C28H33As2N2OS3Ta", "method": "the ωB97M-V functional and the def2-TZVPD basis", "species": ["Ta", "C", "As", "C", "C", "C", "C", "C", "C", "C", "As", "C", "C", "H", "H", "H", "H", "H", "H", "H", "H", "H", "H", "H", "H", "H", "H", "H", "H", "C", "C", "C", "C", "N", "N", "C", "H", "H", "H", "H", "H", "H", "H", "H", "O", "C", "C", "C", "C", "C", "S", "C", "C", "C", "C", "S", "C", "C", "C", "C", "S", "H", "H", "H", "H", "H", "H", "H", "H", "H"], "xyz": [[1.175, -0.560, -0.415], [1.422, -0.874, 3.669], [1.622, 0.195, 2.067], [2.576, 1.734, 2.770], [-0.213, 0.918, 1.815], [-1.348, 0.354, 2.628], [-2.637, 1.085, 2.557], [-2.871, 1.950, 1.582], [-1.865, 2.256, 0.513], [-0.464, 1.766, 0.811], [1.092, 2.473, -0.198], [1.250, 4.252, 0.584], [0.434, 2.971, -1.965], [0.828, -1.770, 3.504], [1.007, -0.252, 4.461], [2.417, -1.193, 3.980], [1.877, 2.271, 3.409], [2.962, 2.375, 1.983], [3.411, 1.368, 3.367], [-1.064, 0.109, 3.652], [-3.361, 0.910, 3.343], [-3.811, 2.492, 1.552], [-1.801, 3.346, 0.420], [0.383, 4.835, 0.279], [2.155, 4.719, 0.196], [1.314, 4.192, 1.667], [-0.345, 3.733, -1.930], [0.127, 2.112, -2.561], [1.289, 3.420, -2.474], [6.566, -0.352, -2.106], [5.292, -0.945, -1.636], [5.011, -2.248, -1.193], [3.679, -2.276, -0.875], [3.124, -1.033, -1.081], [4.156, -0.252, -1.539], [2.822, -3.397, -0.389], [7.142, -1.098, -2.651], [7.162, -0.045, -1.243], [6.406, 0.514, -2.746], [5.709, -3.067, -1.148], [3.988, 0.682, -1.880], [3.407, -4.309, -0.290], [2.014, -3.608, -1.095], [2.399, -3.180, 0.599], [-0.764, -0.550, -0.540], [-2.126, -0.882, -0.756], [-2.652, -1.389, 0.599], [-3.832, -1.938, 0.920], [-3.946, -2.346, 2.317], [-2.836, -2.125, 3.029], [-1.586, -1.462, 1.991], [-2.200, -1.941, -1.827], [-2.736, -1.947, -3.082], [-2.490, -3.166, -3.777], [-1.755, -4.044, -3.050], [-1.371, -3.424, -1.497], [-2.905, 0.395, -1.068], [-2.414, 1.801, -0.907], [-3.528, 2.694, -1.345], [-4.646, 2.072, -1.706], [-4.444, 0.332, -1.617], [-4.630, -2.108, 0.207], [-4.837, -2.803, 2.728], [-2.615, -2.355, 4.062], [-3.271, -1.131, -3.546], [-2.841, -3.368, -4.779], [-1.431, -5.036, -3.326], [-1.576, 1.907, -1.606], [-3.420, 3.772, -1.358], [-5.586, 2.474, -2.059]], "forces_ev_per_angstrom": [[-0.11, 1.35, 0.46], [0.29, -0.12, -0.02], [-0.67, 0.10, 0.35], [0.25, -0.20, -0.01], [0.00, -0.15, 0.15], [0.04, -0.28, -0.12], [0.03, 0.01, 0.07], [0.00, 0.01, 0.02], [0.04, -0.14, -0.24], [-0.12, 0.52, 0.03], [-0.60, -0.89, -0.66], [0.40, -0.06, 0.18], [0.14, 0.22, -0.03], [-0.03, 0.02, -0.02], [0.00, -0.03, 0.03], [0.00, 0.01, 0.01], [0.04, 0.04, 0.02], [0.00, 0.00, -0.02], [-0.01, 0.01, 0.01], [0.04, 0.12, 0.02], [-0.01, -0.03, -0.02], [0.02, 0.02, 0.00], [-0.03, 0.00, -0.04], [-0.04, -0.06, -0.02], [-0.01, 0.02, -0.02], [-0.02, 0.00, -0.01], [-0.02, -0.02, 0.02], [0.05, -0.02, 0.03], [0.00, 0.02, 0.00], [-0.03, -0.01, -0.02], [0.03, 0.02, 0.04], [-0.02, -0.04, -0.06], [-0.01, -0.01, -0.01], [-0.49, -0.02, 0.04], [-0.01, -0.08, -0.09], [-0.01, 0.04, 0.00], [0.00, 0.01, -0.01], [0.01, -0.01, 0.00], [0.00, 0.00, 0.01], [0.01, 0.01, 0.01], [0.01, 0.02, 0.02], [-0.01, -0.01, 0.01], [0.00, -0.02, -0.02], [0.01, -0.01, 0.00], [0.84, -0.28, -0.41], [0.28, -0.05, 0.17], [-0.03, 0.00, -0.11], [-0.02, -0.01, 0.04], [0.01, -0.02, -0.02], [-0.06, 0.13, 0.01], [-0.01, -0.07, 0.08], [-0.12, 0.00, 0.03], [0.04, 0.02, -0.04], [0.03, 0.02, -0.01], [0.00, 0.00, 0.00], [-0.01, -0.02, 0.01], [-0.01, -0.01, 0.05], [-0.02, 0.00, 0.15], [0.00, 0.06, 0.02], [0.02, -0.05, -0.02], [-0.05, 0.01, -0.04], [0.00, -0.01, 0.00], [0.01, -0.03, -0.01], [-0.01, 0.00, 0.00], [0.00, 0.00, 0.01], [-0.01, -0.01, 0.01], [0.00, 0.00, 0.00], [-0.05, -0.07, -0.08], [-0.01, 0.00, 0.02], [0.01, 0.01, -0.01]], "lowdin_charge": [1.3659, -0.2515, 1.0618, -0.2431, -0.4611, -0.3307, -0.0447, 0.0104, -0.2062, -0.4007, 1.1420, -0.2200, -0.2872, 0.0236, 0.0590, 0.0602, 0.0614, 0.0108, 0.0593, 0.1149, 0.1434, 0.1495, 0.1569, 0.0535, 0.0601, 0.0399, 0.0502, 0.0283, 0.0551, 0.0358, -0.2127, 0.0841, -0.3100, -0.1872, 0.0677, -0.0189, 0.1142, 0.1175, 0.1016, 0.1511, 0.1697, 0.1130, 0.0772, 0.0734, -0.4240, -0.5085, -0.3512, -0.0126, -0.0399, -0.2017, 1.2282, -0.4892, -0.0995, -0.1163, -0.3286, 1.0696, -0.3079, -0.2351, -0.0631, -0.2221, 1.3116, 0.1471, 0.1501, 0.1219, 0.1008, 0.1342, 0.0988, 0.1278, 0.1552, 0.1172], "e_homo_ev": [-19.01, -18.92], "molar_mass_g_mol": 840.58, "fmax_ev_per_a": 1.428, "charge": 4, "total_energy_ev": -190289.3403, "gap_ha": [0.234, 0.231]}

{"formula": "C37H28ClCoN7O", "method": "the ωB97M-V functional and the def2-TZVPD basis", "species": ["Co", "Cl", "C", "C", "C", "C", "O", "C", "C", "N", "C", "C", "C", "C", "C", "C", "C", "C", "N", "C", "C", "H", "H", "H", "H", "H", "H", "H", "H", "H", "H", "C", "C", "N", "C", "C", "C", "C", "C", "C", "C", "N", "C", "C", "C", "C", "C", "C", "C", "C", "N", "C", "H", "H", "H", "H", "H", "H", "H", "H", "H", "H", "H", "H", "C", "N", "C", "C", "N", "H", "H", "H", "H", "H", "H"], "xyz": [[-0.001, 0.185, 0.055], [2.935, 3.209, -5.714], [2.358, 2.184, -4.416], [2.151, 0.830, -4.657], [1.689, 0.031, -3.625], [1.445, 0.535, -2.345], [1.060, -0.317, -1.405], [1.651, 1.928, -2.110], [1.407, 2.543, -0.856], [0.844, 1.893, 0.193], [0.743, 2.442, 1.439], [1.480, 3.529, 1.950], [1.415, 3.832, 3.301], [0.652, 3.073, 4.185], [-0.127, 2.032, 3.686], [-0.811, 1.079, 4.573], [-1.474, 0.029, 4.099], [-1.739, -0.133, 2.637], [-0.989, 0.806, 1.699], [-0.119, 1.784, 2.326], [2.113, 2.726, -3.180], [2.343, 0.417, -5.638], [1.514, -1.026, -3.784], [1.568, 3.614, -0.769], [2.136, 4.089, 1.298], [2.007, 4.655, 3.682], [0.667, 3.274, 5.249], [-0.664, 1.198, 5.640], [-1.861, -0.738, 4.758], [-1.673, -1.169, 2.307], [2.275, 3.785, -3.016], [-2.578, 2.085, -2.713], [-1.712, 1.933, -1.675], [-1.398, 0.701, -1.165], [-1.987, -0.396, -1.696], [-2.887, -0.315, -2.789], [-3.178, 0.948, -3.304], [-3.407, -1.537, -3.293], [-3.009, -2.792, -2.771], [-2.156, -2.877, -1.716], [-1.664, -1.652, -1.108], [-0.824, -1.535, -0.065], [-0.290, -2.497, 0.750], [-0.769, -3.768, 1.030], [-0.072, -4.607, 1.920], [1.073, -4.203, 2.551], [1.570, -2.891, 2.336], [2.714, -2.360, 2.968], [3.100, -1.076, 2.709], [2.338, -0.292, 1.825], [1.264, -0.758, 1.233], [0.877, -2.045, 1.455], [-2.790, 3.081, -3.075], [-1.249, 2.779, -1.189], [-3.851, 1.042, -4.147], [-4.087, -1.497, -4.135], [-3.365, -3.700, -3.239], [-1.799, -3.839, -1.387], [-1.698, -4.104, 0.598], [-0.459, -5.600, 2.112], [1.598, -4.865, 3.228], [3.275, -2.978, 3.659], [3.972, -0.644, 3.179], [2.612, 0.727, 1.586], [-5.096, 1.433, 1.568], [-4.250, 0.501, 2.293], [-4.826, -0.619, 3.007], [-2.931, 0.603, 2.101], [-2.298, 1.456, 1.362], [-6.106, 1.375, 1.968], [-5.119, 1.208, 0.499], [-4.718, 2.448, 1.691], [-5.700, -0.282, 3.563], [-4.106, -1.012, 3.723], [-5.131, -1.428, 2.337]], "forces_ev_per_angstrom": [[-0.09, 0.38, -0.27], [-0.03, -0.04, 0.06], [0.01, 0.03, -0.01], [0.00, -0.05, -0.01], [-0.01, 0.00, -0.12], [-0.16, -0.08, 0.20], [0.19, 0.06, -0.02], [0.00, 0.04, 0.09], [-0.09, -0.17, 0.08], [0.05, 0.12, -0.04], [0.02, -0.02, -0.10], [0.04, 0.02, 0.04], [-0.02, -0.04, -0.01], [0.04, 0.08, -0.03], [-0.07, -0.16, 0.13], [0.10, 0.07, -0.07], [-0.02, 0.08, -0.07], [0.00, -0.10, -0.21], [-0.04, 0.31, 0.24], [-0.12, -0.21, -0.09], [0.01, 0.05, -0.01], [0.00, 0.00, 0.01], [0.00, 0.02, 0.00], [0.02, 0.01, 0.01], [0.00, 0.01, 0.01], [0.00, -0.01, -0.01], [0.01, 0.00, -0.02], [-0.01, 0.00, -0.02], [-0.05, 0.04, 0.00], [0.07, -0.04, 0.05], [0.00, -0.01, -0.01], [0.03, -0.02, 0.05], [-0.08, -0.02, 0.02], [0.13, -0.18, -0.07], [0.12, -0.01, 0.16], [-0.12, -0.16, -0.09], [-0.08, 0.04, -0.08], [0.08, 0.10, 0.07], [-0.02, 0.05, -0.01], [0.05, 0.18, 0.04], [-0.03, -0.02, -0.02], [-0.06, -0.26, -0.04], [-0.02, -0.01, 0.00], [0.06, 0.13, 0.02], [0.04, -0.02, 0.03], [0.02, 0.02, -0.01], [-0.11, -0.02, -0.08], [0.07, 0.04, 0.06], [0.02, -0.02, 0.03], [-0.01, 0.00, -0.13], [0.01, -0.02, 0.15], [-0.06, -0.07, -0.01], [-0.02, -0.02, -0.02], [0.06, -0.04, 0.00], [0.02, 0.02, 0.02], [0.01, -0.02, 0.00], [-0.02, 0.03, -0.03], [0.03, 0.01, 0.04], [0.01, -0.04, 0.00], [-0.02, 0.02, -0.02], [0.00, 0.02, -0.01], [-0.01, 0.00, -0.02], [0.00, 0.00, -0.02], [-0.02, 0.00, 0.05], [-0.02, -0.09, -0.04], [0.00, 0.11, 0.18], [0.00, 0.01, -0.09], [-0.13, -0.02, 0.06], [0.24, -0.08, 0.00], [0.00, 0.01, 0.01], [0.00, -0.01, -0.02], [0.01, -0.01, 0.00], [0.00, 0.00, 0.02], [0.02, -0.01, -0.01], [-0.01, 0.00, -0.01]], "lowdin_charge": [0.5580, 0.6112, -0.6849, -0.1240, -0.0192, -0.3184, -0.1184, -0.1628, -0.0850, -0.0265, -0.2451, -0.0155, -0.0835, -0.0546, -0.1686, -0.0121, -0.0256, -0.1424, -0.0491, -0.1342, -0.0809, 0.0962, 0.1129, 0.1110, 0.0993, 0.1024, 0.1039, 0.1143, 0.1064, 0.1311, 0.1062, -0.0712, -0.1094, 0.0337, -0.1404, -0.1693, -0.0322, 0.0063, -0.0902, -0.0089, -0.1598, 0.0590, -0.1905, -0.0072, -0.0719, -0.0355, -0.1449, 0.0046, -0.0185, -0.0482, 0.0842, -0.1158, 0.0997, 0.1081, 0.1039, 0.1101, 0.1024, 0.0919, 0.0983, 0.1072, 0.1119, 0.1216, 0.1116, 0.1265, -0.0330, -0.1512, -0.0326, -0.3014, 0.2184, 0.0851, 0.0929, 0.0904, 0.0893, 0.0797, 0.0933], "e_homo_ev": [-4.87, -6.88], "molar_mass_g_mol": 681.07, "spin_multiplicity": 4, "e_above_lowest_ev": 3.264, "fmax_ev_per_a": 0.480, "s_squared": 3.851, "total_energy_ev": -101449.2558, "gap_ha": [0.164, 0.183]}

{"formula": "C14H17N3O2", "method": "the ωB97M-V functional and the def2-TZVPD basis", "species": ["C", "O", "C", "C", "C", "C", "N", "C", "O", "C", "C", "C", "N", "C", "C", "N", "C", "C", "C", "H", "H", "H", "H", "H", "H", "H", "H", "H", "H", "H", "H", "H", "H", "H", "H", "H"], "xyz": [[1.442, 4.922, -4.515], [1.779, 3.561, -4.404], [1.213, 2.829, -3.405], [1.571, 1.481, -3.355], [1.058, 0.643, -2.389], [0.166, 1.139, -1.441], [-0.401, 0.347, -0.429], [-0.220, -0.976, -0.178], [0.513, -1.701, -0.813], [-1.042, -1.479, 1.006], [-0.167, -2.285, 1.985], [0.127, -3.688, 1.460], [-0.813, -2.346, 3.277], [-0.316, -1.875, 4.460], [-1.264, -2.141, 5.404], [-2.329, -2.759, 4.830], [-2.030, -2.868, 3.566], [-0.190, 2.481, -1.488], [0.325, 3.324, -2.457], [0.370, 5.059, -4.686], [1.744, 5.486, -3.626], [1.993, 5.293, -5.378], [2.260, 1.108, -4.095], [1.342, -0.395, -2.364], [-1.040, 0.852, 0.170], [-1.833, -2.123, 0.615], [-1.507, -0.648, 1.541], [0.780, -1.751, 2.129], [0.600, -3.610, 0.486], [0.792, -4.213, 2.141], [-0.793, -4.259, 1.363], [0.645, -1.407, 4.525], [-1.250, -1.928, 6.454], [-2.668, -3.314, 2.830], [-0.880, 2.880, -0.757], [0.024, 4.360, -2.458]], "forces_ev_per_angstrom": [[-0.05, 0.19, -0.01], [0.06, -0.28, 0.03], [-0.01, -0.19, 0.07], [-0.06, 0.38, -0.07], [0.02, -0.12, 0.01], [0.14, 0.24, -0.26], [-0.27, 0.31, 0.23], [-0.47, 0.08, 0.43], [0.24, -0.16, -0.21], [0.29, -0.01, -0.01], [0.11, -0.10, -0.54], [0.19, 0.18, 0.02], [-0.09, 0.03, 0.28], [0.14, 0.14, 0.27], [0.23, 0.11, -0.02], [-0.52, -0.21, 0.16], [-0.09, -0.07, -0.15], [0.06, -0.30, 0.05], [0.13, 0.18, -0.23], [0.04, 0.00, 0.02], [-0.03, -0.02, -0.02], [-0.06, 0.03, 0.07], [0.09, -0.06, -0.09], [0.01, -0.02, -0.01], [0.12, -0.26, -0.04], [-0.05, 0.03, 0.00], [-0.01, -0.06, -0.02], [-0.17, -0.07, 0.04], [-0.01, -0.06, -0.03], [0.01, -0.06, 0.08], [-0.11, -0.05, -0.01], [0.20, 0.08, -0.03], [0.10, 0.08, 0.20], [-0.08, -0.10, -0.26], [-0.07, 0.04, 0.07], [-0.01, 0.09, -0.03]], "lowdin_charge": [-0.0923, -0.0859, -0.2816, 0.0084, -0.0017, -0.2238, 0.1259, -0.4559, 0.0690, -0.0484, -0.3135, -0.0279, -0.0752, -0.0727, -0.1630, 0.0524, -0.1881, -0.0261, -0.0231, 0.0951, 0.0950, 0.0928, 0.1204, 0.1011, 0.1373, 0.1311, 0.1201, 0.1548, 0.0716, 0.0866, 0.0812, 0.1096, 0.0898, 0.1232, 0.1113, 0.1026], "e_homo_ev": -8.20, "molar_mass_g_mol": 259.31, "e_above_lowest_ev": 1.286, "fmax_ev_per_a": 0.644, "total_energy_ev": -23359.3827, "gap_ha": 0.321}